Computed, not measured: a single C3H4FNS2 molecule in a non-equilibrium geometry, with ωB97M-V with the def2-TZVPD basis set.

Geometry (Å):
S1 0.82554 -1.55029 -0.37887
S2 0.70170 1.41642 -0.28574
F1 -1.34303 -0.29297 1.24590
N1 1.84840 -0.81114 0.70593
C1 -1.54259 -0.10583 -0.07874
C2 1.84199 0.45881 0.71917
C3 -0.19229 -0.05941 -0.77788
H1 2.49485 1.01774 1.37153
H2 -2.03144 0.88485 -0.21568
H3 -2.12191 -0.95861 -0.48730
H4 -0.48122 0.00043 -1.81831

Values from the calculation:
gap between HOMO and LUMO	9.086	eV
structure (SMILES)	FC[C@H]1SC=NS1
energy above the lowest of the compared OMol25 structures with the same formula, charge and spin	0.0	kcal per mole
electronic energy	-29053.04198	eV

Computed, not measured: a single C3H4FNS3 molecule in a non-equilibrium geometry, with ωB97M-V with the def2-TZVPD basis set.

Geometry (Å):
S1 2.51296 -0.40365 -1.16955
S2 0.59616 1.73236 0.18247
S3 -2.95730 -0.22091 -0.51368
F1 1.36268 -1.18071 0.82392
N1 -1.57132 0.82733 -0.57540
C1 -0.04567 -1.07601 0.43333
C2 2.32100 0.92838 -0.13427
C3 -0.39825 0.34199 -0.23899
H1 -0.63685 -0.94167 1.58583
H2 -0.32599 -1.98919 -0.12892
H3 3.27111 1.26541 0.39515
H4 -4.12855 0.71667 -0.65989

Values from the calculation:
gap between HOMO and LUMO	8.191	eV
structure (SMILES)	FC/C(=N\S)SC=S
energy above the lowest of the compared OMol25 structures with the same formula, charge and spin	0.0	kcal per mole
electronic energy	-39884.75229	eV

Computed, not measured: a gas-phase ion, C3H4FO2Si (charge -1) in a non-equilibrium geometry, with ωB97M-V with the def2-TZVPD basis set.

Geometry (Å):
Si1 -0.11442 -1.47022 -0.02638
F1 -1.74861 -1.04602 0.07716
O1 3.17153 0.32594 0.02965
O2 1.96950 -1.58380 -0.10828
C1 0.03046 1.87500 0.22338
C2 2.12371 -0.30242 -0.00156
C3 0.74537 0.17605 0.06689
H1 -0.12032 -2.32611 1.15767
H2 0.71742 2.68907 0.25962
H3 -1.03176 1.92043 0.23170
H4 -0.21674 -2.13362 -1.32519

Values from the calculation:
gap between HOMO and LUMO (spin up / spin down)	8.670 / 8.588	eV
energy above the lowest of the compared OMol25 structures with the same formula, charge and spin	62.7	kcal per mole
total charge	-1
electronic energy	-17865.81297	eV

Computed, not measured: a molecular structure, C3H4GaO3 in a non-equilibrium geometry, with ωB97M-V with the def2-TZVPD basis set.

Geometry (Å):
Ga1 0.80661 1.70238 0.36594
O1 -2.64234 0.37635 -0.01146
O2 -1.09147 1.98988 -0.15232
O3 -0.63780 0.15326 1.00132
C1 1.32790 -0.24095 -0.49638
C2 -1.54201 0.86199 0.23314
C3 0.22144 -0.92140 0.22971
H1 0.56308 -1.56416 1.04966
H2 2.31422 -0.65532 -0.24358
H3 1.19163 -0.23756 -1.58921
H4 -0.51125 -1.46447 -0.38682

Values from the calculation:
gap between HOMO and LUMO (spin up / spin down)	8.845 / 7.975	eV
energy above the lowest of the compared OMol25 structures with the same formula, charge and spin	0.0	kcal per mole
spin multiplicity	2
<S²>	0.758
electronic energy	-61693.05917	eV

Computed, not measured: a molecular structure, C3H4HgLiO5 in a non-equilibrium geometry, with ωB97M-V with the def2-TZVPD basis set.

Geometry (Å):
Hg1 2.59595 -0.45289 0.87894
O1 -2.76811 -2.06607 -0.95670
O2 0.60878 -1.46089 -0.06203
O3 0.22396 2.05445 1.61560
O4 0.08485 3.33794 -0.07892
O5 1.85753 1.81739 0.22537
C1 0.82742 2.54333 0.65484
C2 -0.72608 -1.81393 0.28980
C3 -1.67170 -1.50581 -0.87671
Li1 1.58047 2.80006 -1.69038
H1 -1.03618 -1.23711 1.16179
H2 -1.38205 -0.66895 -1.51300
H3 -0.77658 -2.87481 0.53269
H4 0.58175 -0.47270 -0.18131

Values from the calculation:
gap between HOMO and LUMO (spin up / spin down)	6.065 / 4.597	eV
energy above the lowest of the compared OMol25 structures with the same formula, charge and spin	37.1	kcal per mole
spin multiplicity	2
<S²>	0.757
electronic energy	-17790.49629	eV

Computed, not measured: a molecular structure, C3H4HgO3 in a non-equilibrium geometry, with ωB97M-V with the def2-TZVPD basis set.

Geometry (Å):
Hg1 -1.01589 -0.01835 1.09264
O1 -2.40286 0.59701 -0.11617
O2 2.23128 -0.26635 1.67374
O3 0.16746 -1.49045 1.31197
C1 0.93270 -0.38235 0.99504
C2 2.22886 -0.52230 0.27140
C3 -2.42157 1.01949 -1.26436
H1 2.52186 -1.54100 -0.01993
H2 2.68941 0.26501 -0.34050
H3 -3.24058 1.67934 -1.59404
H4 -1.69068 0.65996 -2.00979

Values from the calculation:
gap between HOMO and LUMO (spin up / spin down)	5.409 / 5.902	eV
energy above the lowest of the compared OMol25 structures with the same formula, charge and spin	130.7	kcal per mole
electronic energy	-13484.68897	eV

Computed, not measured: a single C3H4IN molecule in a non-equilibrium geometry, with ωB97M-V with the def2-TZVPD basis set.

Geometry (Å):
I1 1.46853 -1.79540 -1.85293
N1 2.56154 -1.08400 1.73923
C1 -0.23021 -0.28387 0.11538
C2 1.21621 -0.31881 -0.29899
C3 1.91186 -0.72697 0.85959
H1 -0.42369 -1.31826 0.63732
H2 -0.45936 0.65303 0.64480
H3 1.76544 0.61859 -0.70208
H4 -0.89480 -0.15990 -0.67997

Values from the calculation:
gap between HOMO and LUMO	9.875	eV
structure (SMILES)	C[C@H](I)C#N
energy above the lowest of the compared OMol25 structures with the same formula, charge and spin	0.0	kcal per mole
electronic energy	-12765.52152	eV

Computed, not measured: a molecular structure, C3H4IN2O in a non-equilibrium geometry, with ωB97M-V with the def2-TZVPD basis set.

Geometry (Å):
I1 3.64340 -0.40632 -0.25261
O1 1.22164 0.86983 -0.04171
N1 1.45317 -0.46109 -0.41369
N2 -1.41675 -0.64886 0.36091
C1 -1.21533 -1.79723 0.30409
C2 -0.06813 1.19687 -0.02702
C3 -1.24232 0.62395 0.44009
H1 -1.60061 -2.74236 0.02154
H2 -1.90625 1.34410 0.90361
H3 1.21254 -0.24138 -1.46833
H4 -0.08135 2.26248 0.17313

Values from the calculation:
gap between HOMO and LUMO	7.688	eV
energy above the lowest of the compared OMol25 structures with the same formula, charge and spin	121.8	kcal per mole
total charge	+1
electronic energy	-16290.65872	eV